1.
Below is 8 unconnected molecules or ions with the total composition C44H94F6O22, with properties calculated with ωB97M-V/def2-TZVPD.

Results
- Orbital gap: 9.699 eV
- Structure (SMILES): CCOC(=O)C(F)(F)F.CCOC(=O)C(F)(F)F.COCCOCCOC.COCCOCCOC.COCCOCCOC.COCCOCCOC.COCCOCCOC.COCCOCCOC
- E_HOMO: -9.3 eV
- E_LUMO: 0.408 eV
- Energy relative to the best compared isomer or geometry (same formula, charge and spin): 59.0 kcal per mole

Positions of all 166 atoms, in Å:
H1 -0.4793 3.3437 1.4700
O1 -0.9420 -5.6002 0.7551
H2 4.4114 -2.1930 -2.8785
H3 5.5105 -3.8986 3.2303
C1 0.4482 -5.5184 0.9529
H4 8.3424 -0.9228 0.4198
O2 -2.9653 3.7242 8.6881
C2 -1.1342 2.6329 6.9840
H5 -2.1263 0.3887 1.2696
C3 -1.9816 5.6539 1.1638
H6 -1.2240 -0.4415 4.7329
H7 -0.9398 -3.9145 -0.4480
H8 6.6038 -4.5711 -1.4884
H9 0.4614 4.1369 7.0106
O3 -5.0411 -5.1481 -2.3377
H10 -11.1685 3.9122 0.8623
H11 -6.3926 -5.4347 -3.8949
O4 -1.8483 1.9214 8.0174
F1 1.9057 1.1164 -1.0759
H12 -2.5515 1.1376 -2.9001
H13 -0.2010 -0.3056 -0.1268
O5 -6.1464 1.5248 1.4459
H14 6.9565 -1.4926 -1.3488
H15 -1.6280 -3.7892 1.1631
H16 -0.8983 9.8424 -0.5213
O6 -12.2790 2.8185 -0.2310
C4 -1.6000 -4.4156 0.2686
H17 -11.6580 2.3290 1.6490
C5 -0.1260 -0.5586 0.9329
H18 9.6080 -2.5645 -5.4072
H19 -1.8636 2.5319 2.2515
C6 -5.3167 -5.4303 -3.7126
H20 8.1127 -2.7631 -1.8941
H21 5.1584 -5.7682 0.0469
H22 4.5991 -2.6310 2.5072
C7 6.2410 -3.9850 -0.6356
H23 -4.8111 -4.6225 -4.2521
C8 -5.5580 -3.8901 -1.9551
C9 -11.2623 2.8284 0.7582
H24 1.2942 -3.0898 -1.3340
C10 -4.9999 -3.5809 -0.5649
H25 2.7261 -2.8980 -3.2052
C11 -3.5072 2.5439 -1.7112
C12 4.4079 -2.4204 -6.6833
C13 -2.0858 10.3473 1.8107
C14 -2.6138 2.5960 8.8455
O7 -3.5657 -3.5158 -0.5937
H26 -8.5111 1.1693 1.8731
H27 0.6569 -4.6575 1.5993
C15 7.1203 -2.1565 -4.4771
H28 -2.8869 -5.3964 -1.2247
H29 -9.9222 1.0780 0.1895
H30 5.3857 -3.4192 -1.0207
H31 -12.3567 0.8015 0.1935
C16 -8.3746 2.2527 1.8763
H32 -4.3424 2.2385 -1.0771
C17 -2.9245 -4.7814 -0.3315
H33 -1.5587 6.0528 2.0864
O8 5.3162 -1.5751 -6.0043
H34 -3.4586 7.1650 1.2592
O9 -1.9858 9.1380 1.1262
C18 8.9139 -1.4593 -0.3536
C19 5.2607 -3.4626 2.2513
O10 7.9951 -3.2614 -4.2646
H35 3.3706 -2.1046 -6.7150
H36 -0.8278 7.3166 -0.4517
H37 -4.3730 1.8680 2.4761
H38 -2.9164 0.4812 -1.4524
H39 -3.1198 3.4193 -1.1912
H40 -12.7104 1.1960 -1.4456
H41 0.4674 0.2110 1.4349
H42 -4.4425 0.3947 1.5248
C20 -2.4968 1.4140 -1.8427
C21 -1.7043 7.8547 -0.8176
C22 -6.9275 2.5162 2.1276
H43 0.7523 -6.4388 1.4462
C23 -3.1592 6.4054 0.5267
C24 8.8271 0.5003 -1.7904
H44 4.7550 -2.5657 -7.7141
H45 -2.4613 10.1803 2.8234
F2 -4.0501 2.2743 10.6337
H46 -13.9428 1.3814 -0.2398
H47 12.5268 -6.1690 -5.7183
H48 6.5800 -3.1404 -6.2472
H49 10.3396 -4.2385 -3.6983
O11 -2.3432 4.2775 1.3007
H50 1.2415 -1.3847 -1.5127
H51 -1.6377 7.8316 -1.9069
H52 4.4841 -3.4186 -6.2346
C25 -5.0326 1.0480 2.1645
H53 -5.3101 -4.3457 0.1515
H54 -5.2192 -3.0793 -2.6071
H55 -4.8426 -6.3723 -3.9725
C26 -9.9788 2.1725 0.1777
C27 -0.1468 1.7778 -2.1504
C28 -1.5471 -0.5247 1.4600
H56 0.0760 -0.9589 3.7427
H57 -1.1118 10.8254 1.9743
O12 -1.2324 1.8681 -1.3978
H58 6.1843 -3.0291 1.8634
C29 9.9067 -4.5672 -4.6497
C30 -12.8789 1.5401 -0.4219
O13 -1.8154 -0.8196 2.8217
C31 -1.7911 9.2642 -0.2710
H59 2.3161 -1.1227 0.7273
O14 -0.1019 1.4004 -3.2836
H60 -2.7203 9.6763 -0.6813
O15 -8.7372 2.7292 0.5435
H61 -5.4072 0.5187 3.0468
O16 9.5565 -0.5076 -1.1590
H62 -2.7972 11.0363 1.3417
H63 -6.6321 3.4549 1.6460
H64 -2.1477 -1.2090 0.8491
C32 1.7212 -2.0355 0.5868
H65 -3.4680 -5.2653 0.4853
H66 2.9403 -1.1880 -3.0870
H67 -9.0847 2.7605 2.5265
C33 0.1239 3.2899 7.6102
H68 -5.2388 -2.6086 -0.1340
H69 6.6168 -5.4257 0.9550
C34 9.0156 -3.4663 -5.2045
H70 7.2554 -1.4564 -6.5586
C35 7.7495 -2.1805 -1.0407
H71 8.2357 0.0681 -2.6078
H72 11.1412 -6.7540 -4.8054
F3 -1.9086 1.9827 11.0215
H73 12.3759 -5.6358 -4.0902
H74 2.2618 -2.8914 0.9854
H75 9.4676 1.2588 -2.2321
H76 -0.7794 1.9017 6.2668
C36 -0.8357 -0.3525 3.7178
C37 11.7813 -5.8843 -4.9741
H77 8.6607 -3.7785 -6.1913
F4 0.9487 2.8697 -0.3024
H78 -1.8013 3.3715 6.5488
H79 -6.6010 2.6686 3.1581
C38 3.3404 -2.1382 -2.7051
H80 -0.5944 0.6891 3.4800
C39 1.7819 -2.1726 -0.9732
H81 -4.0154 5.7374 0.4601
O17 4.7954 -4.4445 1.3596
H82 -6.6505 -3.9323 -1.9407
C40 -2.9031 1.8400 10.1403
H83 -10.0700 2.3835 -0.8934
H84 -3.8390 2.7796 -2.7193
H85 1.0790 -5.3928 0.0648
F5 1.8431 3.0227 -2.2114
H86 9.6820 -2.1119 0.0434
O18 0.4320 -1.8525 1.0617
O19 7.1985 -3.0967 -0.1081
H87 8.0676 1.0065 -1.1811
F6 -2.9996 0.5169 9.9515
H88 -0.0851 3.5503 8.6422
C41 6.6430 -2.0981 -5.9264
C42 1.1607 2.1548 -1.4470
C43 -1.4250 3.4975 1.9995
H89 -1.1813 5.6288 0.4124
H90 6.2784 -2.2473 -3.7957
O20 3.1479 -2.2082 -1.3087
H91 7.7552 -1.2973 -4.2232
C44 5.7699 -4.9569 0.4454
O21 10.9984 -4.8398 -5.5091
H92 9.2949 -5.4586 -4.4764
O22 -2.9172 7.1157 -0.6694
H93 0.9561 2.6019 7.4595
H94 -1.1419 3.9443 2.9646

***

2.
Below is 6 unconnected molecules or ions with the total composition C45H100IN5, with properties calculated with ωB97M-V/def2-TZVPD.

Results
- Net charge: +4
- Orbital gap: 8.690 eV
- E_HOMO: -16.3 eV
- E_LUMO: -7.606 eV
- Energy relative to the best compared isomer or geometry (same formula, charge and spin): 51.0 kcal per mole

Positions of all 151 atoms, in Å:
H1 -3.3790 -0.2935 -0.7547
H2 6.4131 3.6628 1.8252
C1 -1.6743 -3.3220 4.4792
H3 -1.0604 -4.3857 -4.5117
H4 6.0084 1.1127 3.0905
H5 -1.3808 2.4160 1.0794
H6 -0.8319 4.9760 2.7275
H7 -2.8103 -0.3086 5.0998
H8 2.4485 -2.8785 1.8150
H9 1.6569 1.0928 -4.5143
C2 0.6931 -4.4881 1.5443
H10 2.5356 -1.1553 -4.7509
C3 -4.2829 -0.9026 -0.7570
H11 1.8367 -5.0127 -0.7639
C4 0.5672 -2.0972 -4.0446
H12 3.1187 0.6204 -0.6751
C5 -3.9529 -0.3615 3.2051
C6 -1.3337 3.4864 1.2798
H13 0.5431 4.1318 2.3017
H14 6.6317 0.0896 1.7394
H15 3.0002 5.1637 5.0643
H16 0.3695 -2.5950 -3.0953
H17 -4.4901 -1.0345 -1.8190
C7 -2.8018 -4.7295 -5.9244
C8 -6.6919 -0.5574 -0.9824
H18 -2.5473 -2.7156 4.7205
C9 4.6444 5.0468 3.5821
C10 -1.8835 -1.0822 -3.5927
H19 -0.7757 2.1215 3.5033
H20 -6.0187 1.8347 -3.1394
H21 -7.2077 2.2361 -1.9353
H22 -2.7154 4.3806 -1.1351
H23 0.2588 -4.9366 3.6230
H24 -0.9467 4.6977 -2.9161
H25 5.1204 0.2749 -1.8808
C11 4.5587 3.5770 3.0625
C12 4.1487 1.0162 1.2653
C13 0.5446 3.8944 -0.5861
C14 -0.5209 3.9640 2.4685
C15 -0.9663 -3.2081 3.0659
H26 -4.3205 1.4573 2.2441
H27 -2.3629 -1.9618 -5.9908
H28 -2.8722 -1.0036 -4.0448
C16 -4.2221 0.4284 1.8978
H29 1.0366 3.9373 -2.7539
H30 0.5903 2.3480 -2.1844
H31 1.2820 3.3603 4.6694
C17 -0.0816 -0.2829 -5.3560
C18 0.9591 0.2718 -4.3498
H32 1.2573 4.6737 -0.3161
H33 -2.6864 -5.6469 -8.0293
H34 3.3640 -6.5602 1.9260
N1 2.1527 -4.8752 1.4573
H35 -1.4213 3.0250 -3.0636
C19 4.0756 5.3039 4.9551
C20 -1.4306 -2.4677 -5.7399
H36 4.9738 3.8878 0.9325
C21 -1.0161 3.7587 -2.3668
H37 -0.7666 0.5630 -5.4149
H38 7.0712 1.4674 -0.3916
H39 3.3047 -3.7495 2.9923
C22 6.4740 1.1043 2.1050
N2 5.4903 1.8162 1.2179
H40 -6.6514 -1.6226 -0.7550
I1 -0.3007 -0.2170 -0.3718
H41 -1.5905 -3.3397 2.1821
H42 -5.7391 2.1417 -0.2524
H43 3.5466 3.3402 2.7341
H44 -7.5456 -0.1763 -0.4221
H45 -0.2327 6.1043 0.7458
H46 -4.2406 -1.8702 -0.2570
H47 -2.1132 0.6361 3.8537
H48 4.2387 5.8114 2.9195
H49 -4.9430 -0.6924 3.5186
H50 0.9364 -3.3788 3.5437
H51 3.3351 -3.2464 -0.5525
H52 0.4859 -0.5335 -6.2522
N3 -0.8637 4.1940 -0.0659
H53 0.1402 -5.2981 1.0685
C23 -0.7695 3.1624 3.8267
C24 -6.4415 1.5041 -2.1907
H54 5.6835 2.6539 -0.7785
C25 2.3886 -6.1559 2.1965
C26 -2.0955 -5.0916 -7.3010
H55 2.8636 -6.1896 -0.1955
C27 3.0800 -3.7600 1.9258
H56 7.4204 1.6415 2.0431
H57 -6.1615 -0.4487 -3.2013
H58 -2.0873 2.7288 -0.8611
H59 0.1224 3.1818 6.0335
H60 -1.4955 -0.0941 -3.3454
C28 5.3710 3.3451 1.7903
H61 -1.7253 3.4050 4.2911
C29 3.7869 -4.1794 -0.2156
H62 -4.3835 1.5977 -1.3987
C30 5.3032 0.4623 -0.8227
H63 4.9152 -2.8671 1.1748
H64 -0.6792 -2.1620 2.9600
H65 -5.8455 -1.0013 1.4622
C31 -1.8311 3.7440 -1.1641
H66 -1.7395 -4.2345 -7.8726
H67 -0.9183 6.1859 -0.8485
H68 5.0571 -4.5564 1.5799
H69 6.0011 -0.3407 -0.5856
H70 4.4149 4.5452 5.6603
H71 -1.9484 -1.6970 -2.6949
C32 0.2813 3.5902 5.0354
H72 4.0851 6.3418 5.2878
H73 -7.8269 -0.0146 -2.8603
H74 5.6859 5.3686 3.5839
C33 0.3789 3.4104 -2.0626
H75 -6.2949 0.7142 1.4481
H76 -1.1998 -5.6808 -7.1042
H77 -3.4942 -1.3081 2.9191
H78 -0.6689 -2.6108 -6.5063
C34 -1.8811 -3.8525 -4.9915
C35 -1.0283 5.6991 0.1205
H79 -1.0677 -3.2279 5.3800
C36 -5.5274 -0.0038 1.1592
H80 -1.9946 5.9667 0.5479
N4 -5.4213 -0.0055 -0.3233
N5 -0.7332 -1.4435 -4.7228
C37 2.6278 -5.1392 -0.0248
C38 -5.3748 1.4187 -0.9822
C39 0.2796 -4.0497 2.9898
H81 4.0193 0.3255 2.0985
H82 -2.5558 -3.6067 -4.1714
C40 -6.8124 0.0201 -2.4633
H83 0.4382 0.7409 -3.5152
H84 1.7258 -6.9449 1.8411
H85 2.4040 -5.9478 3.2664
H86 0.1737 4.6639 5.1893
C41 -3.0772 0.3582 4.2799
H87 -2.0850 -4.3306 4.4311
H88 -2.3714 3.7705 1.4543
H89 4.8552 2.9215 3.8813
C42 6.0297 1.7605 -0.2589
C43 1.6753 -1.0073 -4.0982
H90 3.2508 1.6320 1.2133
H91 -3.6955 1.1384 4.7240
H92 -3.7372 -4.1906 -6.0754
H93 -3.0739 -5.5699 -5.2858
H94 3.7803 -0.8327 -0.0638
C44 4.3636 -3.8069 1.1985
H95 2.1599 -0.8137 -3.1412
H96 0.6886 -3.5772 0.9457
H97 4.4337 -4.5737 -0.9993
H98 0.8123 3.0475 0.0456
C45 3.9568 0.2426 -0.0895
H99 -3.4716 0.5227 1.1130
H100 0.8608 -2.9343 -4.6780

***

3.
Below is 9 unconnected molecules or ions with the total composition C45H103Cl2NO10S8, with properties calculated with ωB97M-V/def2-TZVPD.

Results
- Orbital gap: 9.034 eV
- E_HOMO: -8.8 eV
- E_LUMO: 0.205 eV

Positions of all 169 atoms, in Å:
H1 2.0892 -1.7566 -4.7648
H2 -4.1857 -2.3167 2.1432
H3 1.4947 6.7141 -6.8743
C1 -4.3235 -0.7934 4.9285
C2 -7.3592 -0.1788 1.2083
H4 9.9489 -0.3677 0.8448
O1 10.1585 0.1708 -2.2371
H5 -3.7138 0.6675 -6.1913
C3 -3.8908 1.1588 -7.1479
H6 1.7557 0.6403 -0.4632
H7 -7.4716 4.4325 10.6042
H8 -6.9254 1.7166 -1.4115
H9 3.0213 -3.3920 -3.2175
H10 -1.3219 1.0241 -6.6685
H11 8.7653 -4.0042 -1.8984
H12 0.8237 1.3320 -2.4824
H13 -2.8849 0.4889 -3.9342
S1 -4.9715 -3.1988 9.0051
C4 -4.9438 1.2843 6.4377
C5 -0.0575 -2.1884 0.9421
H14 2.7498 4.9894 -9.1339
O2 -5.3273 -2.2334 7.9311
O3 -7.6459 1.8771 12.0138
H15 -4.2185 0.8196 -0.4603
H16 -6.6919 -0.0092 -1.2864
C6 -3.5658 -2.9680 0.2168
H17 11.4195 1.5482 -4.4965
H18 7.7277 -0.9646 -4.0370
H19 1.2773 4.6788 -10.0842
H20 -5.8122 -1.8095 -0.0791
H21 1.5121 6.2726 -9.3223
C7 -4.8720 1.1624 -1.2588
C8 10.1908 1.7941 3.7848
H22 13.4726 1.0513 -1.2584
C9 2.9772 0.1919 -2.1794
H23 -5.9901 4.1240 11.5443
C10 -2.8775 2.2998 -7.3465
H24 9.1702 2.1582 3.6689
C11 -1.8607 2.4387 -5.0693
C12 12.1024 1.1437 -3.7525
H25 -3.7812 0.3890 -7.9068
O4 1.0050 0.6623 -6.3926
C13 12.5976 0.4026 -1.2319
C14 -0.5822 1.5371 3.2535
H26 3.3405 0.0281 -0.0884
H27 -4.0614 -3.0850 -0.7473
C15 -1.5969 2.0639 -6.5293
H28 -6.7005 -3.0429 0.7991
C16 -6.4267 -1.1926 1.8685
H29 7.3280 -5.0428 -2.0621
H30 -8.0831 0.1835 1.9391
H31 4.0318 -2.2866 -3.7679
H32 1.3885 -0.6706 1.4278
H33 -0.2914 3.1720 -0.0010
H34 -5.9237 1.2868 5.9611
C17 1.6671 5.6747 -6.5941
H35 -1.7939 -1.4355 -1.8902
H36 -0.8382 2.7342 -6.9202
N1 3.2463 -2.4078 -3.1376
H37 -5.5001 -5.1457 7.7666
H38 -2.6419 2.3481 -8.4078
C18 2.0641 -1.6959 -3.6775
H39 -2.9374 -3.5789 10.2023
Cl1 -3.7481 -1.6274 -4.3618
H40 1.2488 5.4849 -5.6078
C19 -3.2881 -2.8181 9.5051
C20 2.4893 -0.1141 -0.7567
C21 -6.5489 3.8583 10.6470
C22 -0.1998 -3.6194 1.4534
Cl2 -1.1003 -1.4840 -5.9244
C23 -6.6338 1.0484 0.6220
H41 -1.3327 1.9356 -3.0304
H42 -5.7055 1.2318 1.1608
C24 -1.0990 -0.7443 -4.2870
H43 -3.5077 -0.9342 -1.8207
H44 -3.8486 -4.5808 7.4070
H45 -4.3508 -1.3453 5.8701
C25 -2.5051 -0.4954 -3.7016
C26 -4.5807 -4.7539 8.1959
C27 -5.9298 -2.2813 0.8983
C28 -0.8707 1.9028 -4.0170
H46 -6.9799 -1.6929 2.6645
S2 -6.9893 2.1159 10.7051
H47 -4.7182 2.2810 6.8135
C29 -2.5195 -0.6752 -2.1762
H48 -3.6598 -1.2929 4.2241
H49 -2.8961 2.2044 -4.8240
H50 1.1607 -1.7656 -1.2015
H51 -5.9545 4.0524 9.7539
H52 -4.9215 0.5613 7.2546
H53 8.5389 -2.4572 -4.5768
S3 -1.0611 1.5262 1.5225
H54 -1.7970 -3.9254 -0.4580
H55 -4.9196 1.5107 -7.1327
H56 -1.8175 -4.8349 2.2779
C30 1.3781 -1.6405 0.9272
H57 3.0908 1.2757 -2.2540
H58 -4.6537 2.2132 -1.4341
H59 12.9950 1.7661 -3.6975
H60 -0.7215 -1.5712 1.5490
H61 -3.0876 -1.9830 0.1804
S4 -3.6911 0.8543 5.2253
C31 8.1758 -1.9006 -3.7118
C32 1.9915 -0.2032 -3.2651
C33 -5.3034 1.5046 10.8373
O5 5.9128 -3.2615 -3.9007
H62 -4.1919 -5.4566 8.9327
H63 0.1692 -4.3613 0.7418
H64 12.8295 -0.5715 -1.6632
H65 10.8133 2.5781 4.2099
H66 1.9904 -2.3011 1.5397
C34 -0.1989 0.5236 -4.2074
H67 0.3627 -3.7464 2.3795
H68 12.2736 0.2826 -0.1995
H69 -4.8074 -3.9153 1.7315
H70 -7.9453 -0.6610 0.4255
C35 1.0075 0.5889 -5.1800
C36 -6.3543 0.9468 -0.8942
C37 0.6200 0.3362 -2.8805
H71 8.9903 -1.6854 -3.0213
H72 8.3242 -4.6860 -3.4959
H73 -5.5527 -0.6810 2.2635
S5 0.8341 4.5894 -7.7610
C38 -1.6755 -3.9202 1.7054
O6 -0.5736 5.0560 -7.8506
O7 -2.4028 0.7006 5.9615
H74 -2.0783 -3.0960 2.2954
H75 -2.1828 0.2515 -1.7096
H76 -4.7480 1.7715 9.9378
H77 -0.0459 2.6144 -3.9703
C39 1.9463 -1.5123 -0.4935
H78 -0.4177 3.8285 1.6510
H79 -1.8052 3.5278 -5.0204
C40 7.9435 -4.2923 -2.5535
C41 9.6838 0.0646 1.8084
H80 -0.4725 -2.1624 -0.0667
H81 -2.6460 -2.7768 8.6252
H82 -0.6452 -1.5082 -3.6718
S6 6.9136 -2.8559 -2.8740
H83 0.9570 2.7684 1.2035
H84 2.7583 -2.2194 -0.6275
O8 2.1934 0.5497 -4.4910
H85 -7.2668 1.9180 0.7931
S7 10.8592 1.3748 2.1710
H86 -5.3517 0.4216 10.9287
H87 12.3657 0.1181 -4.0113
H88 -1.1026 0.7286 3.7610
H89 -2.9343 -5.0064 0.2876
H90 0.0840 -0.1536 -2.0754
H91 8.6801 0.4853 1.7517
C42 -4.6030 -2.9182 1.3390
O9 -2.4963 1.9103 1.4566
H92 1.1872 -2.2622 -3.3685
H93 10.2140 0.9144 4.4277
C43 -2.4771 -4.0217 0.3914
C44 -0.1033 2.9734 1.0526
H94 2.7336 5.4500 -6.5889
H95 0.4942 1.3798 3.3300
H96 -0.8638 2.4890 3.7031
H97 -4.8292 1.9305 11.7217
H98 3.9649 -0.2316 -2.3362
S8 11.2654 1.1668 -2.1635
H99 -4.6468 0.6316 -2.1840
O10 12.1788 0.7264 2.3952
H100 9.7378 -0.6979 2.5857
C45 1.6841 5.2009 -9.2212
H101 -3.2979 -1.8481 9.9976
H102 -3.3169 3.2545 -7.0626
H103 -5.3223 -0.7249 4.5012